1.
Molecular formula: C26H50N2O8P2Si
Method: DFT, ωB97M-V/def2-TZVPD

Geometry as XYZ:
```
89
Properties=species:S:1:pos:R:3:forces:R:3:lowdin_charge:R:1
C 6.709673 -0.222513 -1.324390 0.92 0.35 0.18 -0.005
N 5.227446 0.035653 -1.114198 -3.23 0.43 0.08 -0.122
C 4.319921 -0.431560 -2.149564 -3.18 1.29 2.14 0.060
C 2.776141 -0.249253 -1.991254 2.33 1.22 2.62 0.068
C 2.195963 0.445728 -0.701307 2.92 -0.68 -1.14 -0.095
C 0.620493 0.547664 -0.597567 -3.66 0.26 -0.01 -0.073
C -0.287271 0.734680 -1.874602 -1.53 -0.48 3.76 0.067
C -1.845374 0.783655 -1.708151 2.83 -0.39 0.95 0.025
N -2.536229 0.655606 -0.451845 5.91 0.30 -0.21 -0.102
Si -4.334303 0.661139 -0.270985 -4.02 -1.04 0.27 0.526
C -5.291918 1.433378 -1.732856 -0.38 0.53 -0.94 -0.183
C -4.866744 -1.205408 -0.205231 1.32 0.19 -0.12 -0.183
C -4.981783 1.454500 1.345288 -0.28 0.12 0.60 -0.180
C -1.718435 0.501143 0.753171 2.53 -0.11 -1.50 0.017
C -0.177857 0.433249 0.763451 -1.38 0.50 -3.48 0.069
C 3.223044 0.958855 0.338662 1.09 -1.76 -2.58 0.070
C 4.756810 0.725106 0.083808 -2.96 -0.93 -1.92 0.082
H 6.950147 -0.068505 -2.428394 -0.46 -0.38 1.53 0.118
H 6.990096 -1.286733 -0.967267 -0.47 1.83 -0.55 0.132
H 7.292996 0.590348 -0.750892 -0.95 -1.50 -0.78 0.122
H 4.702136 -0.944037 -3.107039 -0.26 0.97 1.95 0.159
H 2.041716 -0.619377 -2.797790 1.60 0.54 1.41 0.122
H 0.144843 0.822780 -2.923653 -0.74 -0.03 1.67 0.117
H -2.445290 0.908054 -2.679560 0.75 -0.19 1.93 0.138
H -5.631111 2.519921 -1.538780 0.79 -1.64 -0.34 0.063
H -6.272984 0.833757 -1.865701 1.63 0.76 0.34 0.059
H -4.753300 1.379568 -2.742780 -0.84 0.20 1.32 0.038
H -4.349819 -1.691995 0.699808 -1.11 0.52 -1.22 0.052
H -6.006216 -1.231230 -0.156726 1.61 -0.17 0.01 0.055
H -4.453403 -1.725629 -1.137363 -0.89 0.50 1.20 0.049
H -4.211990 2.073223 1.922866 -1.29 -0.71 -0.67 0.046
H -5.419734 0.624673 2.024651 0.93 1.33 -1.02 0.069
H -5.890300 2.107310 1.048075 1.60 -0.84 0.51 0.057
H -2.283524 0.394030 1.738788 0.81 0.22 -1.64 0.138
H 0.432456 0.297430 1.719327 -1.37 0.18 -1.40 0.123
H 2.861725 1.475766 1.304265 0.91 -0.88 -1.81 0.131
H 5.576921 1.069652 0.798232 -1.41 -0.56 -1.11 0.152
O 9.447216 -2.930130 0.111603 0.14 -1.64 -4.21 -0.265
P 10.688285 -3.836401 0.093792 2.47 1.61 8.84 0.751
O 10.204692 -4.797315 1.352055 -0.48 -0.18 -0.89 -0.243
C 9.273203 -5.835761 1.063820 -0.13 -0.45 0.12 -0.294
C 9.907011 -6.955550 0.258032 0.04 -0.04 -0.11 -0.080
O 11.639982 -2.729435 0.892398 0.09 -0.14 -1.25 -0.260
C 11.345056 -1.336635 0.842634 -0.11 0.30 0.22 -0.289
C 10.492663 -0.920374 2.029342 -0.15 -0.08 0.25 -0.078
O 12.073392 -4.828521 -0.066623 -2.49 0.29 -2.98 -0.257
C 13.201730 -4.763332 0.813869 1.10 0.48 0.57 -0.267
C 12.913087 -4.988875 2.288562 -0.46 0.02 0.04 -0.074
H 8.406920 -5.421781 0.536880 -0.03 0.02 0.06 0.102
H 8.922993 -6.228694 2.021130 0.09 0.19 0.01 0.122
H 10.182361 -6.608566 -0.742515 0.00 -0.07 0.00 0.070
H 9.214995 -7.793866 0.145825 0.01 0.09 0.03 0.082
H 10.820839 -7.312950 0.738392 -0.13 0.03 -0.02 0.082
H 10.876832 -1.071585 -0.108777 -0.05 -0.10 0.15 0.097
H 12.295644 -0.796474 0.878604 0.04 -0.24 0.01 0.122
H 9.652873 -1.602175 2.200904 0.11 0.06 -0.26 0.069
H 10.095558 0.087923 1.886101 0.09 0.02 0.03 0.070
H 11.084806 -0.931060 2.946728 0.01 0.07 -0.07 0.080
H 13.735601 -3.823208 0.656239 -0.18 -0.05 0.07 0.114
H 13.881562 -5.552833 0.481694 -0.36 -0.07 -0.33 0.126
H 12.298056 -4.198253 2.717030 0.04 -0.02 -0.07 0.065
H 13.847393 -5.012249 2.855156 0.07 -0.05 -0.24 0.088
H 12.386476 -5.933639 2.445837 0.14 0.05 -0.02 0.076
O -9.864384 4.242255 -2.231921 4.50 -0.69 0.87 -0.218
P -9.717784 3.835740 -0.758745 -9.20 0.80 1.42 0.735
O -10.692793 2.499579 -0.862388 0.92 -0.37 -0.26 -0.238
C -10.118639 1.311665 -1.391518 -0.11 -0.25 -0.06 -0.285
C -9.119066 0.692660 -0.430320 0.15 -0.09 0.11 -0.092
O -10.797938 4.979229 -0.222211 1.39 -0.08 0.33 -0.263
C -11.045006 6.166142 -0.975220 -0.34 0.35 -0.38 -0.284
C -12.241919 5.986391 -1.892460 -0.21 -0.17 -0.07 -0.070
O -9.421065 3.428156 0.879771 3.00 0.04 -2.24 -0.281
C -10.360766 3.658679 1.936262 -0.68 0.61 0.82 -0.275
C -11.725847 3.012326 1.769899 -0.02 -0.13 -0.41 -0.074
H -9.647561 1.524843 -2.356918 -0.07 -0.02 -0.03 0.108
H -10.936259 0.609534 -1.569000 -0.02 0.17 0.02 0.126
H -8.243788 1.339423 -0.308804 0.02 0.01 0.05 0.041
H -8.774012 -0.277710 -0.798711 -0.08 0.02 -0.04 0.074
H -9.561033 0.558234 0.559876 0.04 0.00 -0.12 0.083
H -10.151728 6.470830 -1.525885 -0.15 -0.17 -0.02 0.104
H -11.257090 6.969951 -0.264030 0.05 -0.23 0.14 0.120
H -12.206451 5.042698 -2.446880 0.23 0.19 0.04 0.075
H -12.305220 6.806438 -2.611077 -0.01 -0.03 0.07 0.082
H -13.166893 5.963286 -1.312190 0.05 0.08 0.01 0.078
H -10.452719 4.732275 2.116763 -0.05 -0.12 -0.18 0.114
H -9.901224 3.241820 2.837233 0.33 -0.11 -0.28 0.118
H -12.283073 3.429202 0.931949 0.09 0.02 0.05 0.069
H -12.328778 3.170661 2.667677 0.23 0.03 0.07 0.087
H -11.633132 1.936809 1.597640 -0.01 0.09 0.11 0.074
```
Positions in Å, forces in eV/Å.

Net charge: +2
Total energy: -2703.4663 hartree
HOMO-LUMO gap: 4.492 eV
LUMO level: -8.205 eV
Multiplicity: 1


2.
Molecular formula: C26H50O13S3
Method: DFT, ωB97M-V/def2-TZVPD

Geometry as XYZ:
```
92
Properties=species:S:1:pos:R:3:forces:R:3:lowdin_charge:R:1
C 2.485833 -3.646952 2.266584 0.22 0.05 0.04 -0.107
C 3.387127 -2.413564 2.243453 -0.28 -0.06 -0.06 -0.271
C 3.859344 -2.053932 0.837385 0.26 -0.02 0.14 -0.217
C 5.012648 -1.033371 0.786897 -0.43 0.22 -0.11 -0.195
C 4.560335 0.421524 0.551890 0.16 -0.07 0.22 -0.195
C 4.312679 1.219157 1.847413 -0.09 0.11 -0.13 -0.205
C 3.055045 2.095016 1.858462 -0.03 -0.34 0.07 -0.191
C 1.738729 1.331399 1.596220 0.12 0.21 -0.21 -0.173
C 0.839105 1.947514 0.506643 -0.28 -0.70 0.03 -0.182
C 0.473603 0.968404 -0.626683 0.21 0.11 0.09 -0.115
C -0.513082 -0.037068 -0.132934 0.34 -0.24 0.08 -0.125
C -0.236190 -1.255360 0.346128 -0.11 0.36 -0.11 0.078
C -1.344082 -2.126441 0.797509 0.05 -0.18 -0.14 -0.306
O -1.326348 -3.329193 0.636034 0.13 0.15 0.42 0.123
C -2.509257 -1.402268 1.409789 -0.23 0.28 -0.19 -0.095
C -3.253596 -1.999602 2.563857 0.05 0.05 0.24 -0.144
O -3.798721 -3.258995 2.216511 0.01 -0.19 -0.19 -0.133
O -3.686759 -4.149489 3.324727 -0.02 0.25 0.19 -0.017
C -2.804160 -0.196705 0.912387 0.03 -0.49 0.29 0.079
C -1.952402 0.372337 -0.156417 0.10 0.21 -0.11 -0.313
O -2.377062 1.126781 -1.005552 -0.15 -0.01 0.36 0.110
H 2.198994 -3.896279 3.287918 -0.11 -0.01 0.01 0.070
H 1.582891 -3.510306 1.672124 -0.09 0.02 -0.02 0.051
H 3.020512 -4.506983 1.859977 -0.02 -0.04 -0.04 0.074
H 4.255687 -2.611682 2.874122 0.07 0.07 0.03 0.107
H 2.850589 -1.569959 2.687249 0.08 0.07 0.06 0.097
H 3.023837 -1.665752 0.250684 -0.10 -0.06 -0.09 0.086
H 4.174307 -2.978662 0.347161 0.01 -0.02 -0.03 0.109
H 5.551296 -1.067741 1.735131 0.25 -0.11 -0.05 0.103
H 5.698634 -1.320929 -0.008395 0.09 -0.03 0.01 0.102
H 5.331513 0.938093 -0.020232 -0.02 0.04 -0.09 0.105
H 3.668488 0.416703 -0.076679 -0.07 0.03 -0.06 0.091
H 5.168715 1.880340 1.994049 0.07 -0.04 0.21 0.105
H 4.291559 0.547969 2.708644 -0.07 -0.10 0.00 0.102
H 2.983812 2.549360 2.847000 0.09 0.28 -0.06 0.106
H 3.182037 2.896701 1.130351 -0.07 0.08 -0.04 0.106
H 1.976972 0.303513 1.317796 0.01 -0.14 0.05 0.074
H 1.182289 1.280572 2.531811 -0.04 -0.12 0.06 0.112
H 1.305873 2.834506 0.080481 0.03 0.00 -0.10 0.112
H -0.089728 2.301254 0.960718 0.68 -0.70 -0.56 0.056
H 0.007345 1.539336 -1.429263 0.06 -0.08 -0.15 0.106
H 1.373671 0.479902 -0.997052 0.01 -0.10 -0.17 0.116
H 0.765644 -1.660390 0.376749 0.03 -0.12 -0.20 0.106
H -4.040942 -1.312527 2.885331 -0.08 -0.01 0.01 0.129
H -2.564894 -2.119629 3.405236 0.02 -0.08 -0.03 0.142
H -2.816782 -4.553938 3.181246 -0.04 -0.03 -0.13 0.089
H -3.647834 0.377465 1.273562 -0.12 0.01 -0.16 0.127
C -2.641366 -6.412940 0.831486 -0.04 -0.22 -0.02 -0.061
C -1.658492 -6.355584 -0.316875 -0.07 0.34 0.16 -0.243
O -1.350073 -7.672766 -0.846401 0.01 -0.07 -0.01 -0.265
S -2.425837 -8.360003 -1.784372 0.18 0.01 0.03 0.559
C -1.381854 -9.614123 -2.441717 0.04 -0.02 -0.02 -0.125
O -2.793973 -7.441749 -2.819176 -0.09 0.03 -0.03 -0.277
O -3.445822 -8.969578 -0.988775 -0.07 -0.02 -0.01 -0.276
H -3.626125 -6.737948 0.499354 0.00 0.02 0.00 0.082
H -2.738320 -5.421093 1.266101 0.02 0.06 -0.12 0.039
H -2.298792 -7.115526 1.592683 0.03 0.02 0.01 0.091
H -2.020189 -5.718679 -1.123607 -0.01 -0.09 -0.06 0.115
H -0.699843 -5.961093 0.009147 0.05 -0.09 -0.03 0.114
H -0.594215 -9.145362 -3.024181 0.00 0.01 0.00 0.074
H -2.005753 -10.241800 -3.073706 -0.03 0.02 0.00 0.075
H -0.973849 -10.193333 -1.618181 -0.01 0.00 0.01 0.074
C -1.789659 3.583477 -2.970263 0.06 0.20 0.02 -0.072
C -1.266955 3.184456 -4.334366 -0.19 -0.21 0.30 -0.231
O -0.663079 4.308910 -5.026699 0.08 0.13 -0.14 -0.265
S 0.837310 4.646605 -4.642183 -0.19 -0.27 -0.12 0.559
C 1.104645 5.913321 -5.831354 -0.03 0.05 0.00 -0.120
O 1.659005 3.512584 -4.939570 0.08 0.04 0.01 -0.274
O 0.871421 5.193467 -3.321440 0.14 0.21 0.15 -0.283
H -0.979395 3.865078 -2.298234 0.01 -0.04 -0.02 0.062
H -2.333504 2.759428 -2.515604 -0.01 -0.02 -0.11 0.052
H -2.453996 4.443910 -3.063011 -0.04 -0.02 -0.03 0.087
H -0.542022 2.371106 -4.282425 0.05 0.04 0.01 0.114
H -2.081256 2.863672 -4.980054 0.05 0.09 -0.10 0.123
H 1.046448 5.478317 -6.824668 -0.01 -0.02 0.00 0.076
H 2.098377 6.313713 -5.644520 0.02 -0.03 0.02 0.077
H 0.352750 6.685116 -5.692461 0.00 0.00 0.01 0.075
C 0.139992 6.701529 0.338222 0.00 -0.24 -0.02 -0.061
C -1.191937 6.927193 1.018157 0.22 0.35 -0.03 -0.239
O -1.999317 5.724117 1.059328 -0.03 -0.21 0.01 -0.258
S -1.628467 4.605907 2.119539 -0.54 0.55 0.06 0.590
C -3.130198 3.696300 2.011880 -0.01 -0.04 -0.04 -0.110
O -1.512092 5.211835 3.410750 0.10 -0.06 0.06 -0.264
O -0.557209 3.798572 1.621265 -0.42 1.13 0.66 -0.295
H 0.784531 6.053290 0.930352 0.01 0.02 0.04 0.075
H 0.649861 7.653916 0.192779 -0.04 0.03 0.01 0.085
H -0.003522 6.226293 -0.632491 0.02 0.06 -0.05 0.076
H -1.075051 7.316960 2.030048 -0.04 -0.12 0.04 0.114
H -1.800854 7.632848 0.457259 -0.07 -0.08 -0.02 0.122
H -3.945373 4.320767 2.365224 0.01 0.01 0.00 0.078
H -3.012500 2.822467 2.648899 0.03 0.00 0.04 0.074
H -3.280702 3.396261 0.977873 0.01 -0.02 -0.04 0.071
```
Positions in Å, forces in eV/Å.

Total energy: -3193.1771 hartree
HOMO-LUMO gap: 8.768 eV
LUMO level: -1.263 eV
Multiplicity: 1